(1)
DFT (ωB97M-V with the def2-TZVPD basis set) results for a structure of composition C55H48BrCeF5NO3P2SbTe.

Geometry (Å):
Ce: 0.40 -0.32 0.67
O: 1.45 -1.64 2.42
C: 2.85 -1.89 2.34
C: 3.68 -1.24 3.19
C: 5.01 -1.46 3.16
C: 5.54 -2.35 2.20
C: 4.66 -3.13 1.46
C: 3.28 -2.81 1.36
P: 2.21 -3.17 -0.07
C: 1.77 -4.83 0.39
C: 2.37 -6.01 -0.08
C: 1.77 -7.25 0.21
C: 0.67 -7.39 1.11
C: 0.15 -6.22 1.65
C: 0.74 -4.98 1.35
C: 3.19 -3.46 -1.60
C: 4.42 -2.86 -1.80
C: 5.23 -3.26 -2.84
C: 4.72 -4.08 -3.84
C: 3.41 -4.56 -3.73
C: 2.63 -4.20 -2.62
C: 0.93 -1.70 3.74
C: 1.08 -2.91 4.45
C: 0.72 -2.91 5.80
C: 0.10 -1.80 6.36
C: -0.06 -0.65 5.62
C: 0.32 -0.55 4.22
P: -0.16 0.93 3.26
C: -1.81 1.19 3.87
C: -2.14 2.38 4.56
C: -3.48 2.55 4.91
C: -4.45 1.63 4.53
C: -4.06 0.38 3.91
C: -2.74 0.17 3.59
C: 0.83 2.34 3.87
C: 1.65 2.30 5.02
C: 2.05 3.52 5.60
C: 1.74 4.73 5.03
C: 1.18 4.77 3.73
C: 0.75 3.59 3.15
H: 3.26 -0.68 4.02
H: 5.68 -0.93 3.83
H: 6.62 -2.45 2.09
H: 5.08 -3.88 0.86
H: 3.31 -5.93 -0.61
H: 2.21 -8.17 -0.22
H: 0.29 -8.36 1.38
H: -0.64 -6.36 2.42
H: 0.25 -4.08 1.78
H: 4.79 -2.09 -1.14
H: 6.27 -2.96 -2.85
H: 5.28 -4.39 -4.73
H: 2.89 -5.08 -4.57
H: 1.66 -4.69 -2.44
H: 1.63 -3.74 4.00
H: 0.88 -3.79 6.39
H: -0.28 -1.79 7.36
H: -0.55 0.16 6.16
H: -1.38 3.16 4.73
H: -3.78 3.51 5.40
H: -5.53 1.83 4.65
H: -4.90 -0.36 3.66
H: -2.39 -0.72 3.13
H: 1.86 1.30 5.40
H: 2.61 3.53 6.56
H: 2.07 5.69 5.51
H: 1.03 5.77 3.23
H: 0.40 3.60 2.13
F: -0.21 -1.14 -1.72
C: -1.06 -1.81 -0.77
F: -1.41 -3.02 -1.30
C: -2.27 -0.87 -0.68
F: -1.83 0.54 0.02
F: -3.18 -1.39 0.13
F: -2.87 -0.43 -1.80
C: -3.49 2.06 -8.21
Te: -1.94 1.83 -6.69
C: -3.50 0.45 -5.84
C: -4.64 0.34 -6.85
C: -5.72 -0.59 -6.67
C: -6.67 -0.72 -7.67
C: -6.71 0.11 -8.79
C: -5.73 1.11 -8.93
C: -4.66 1.16 -8.00
H: -3.04 1.87 -9.17
H: -3.70 3.13 -8.22
H: -3.78 0.95 -4.90
H: -3.02 -0.53 -5.65
H: -5.77 -1.21 -5.79
H: -7.34 -1.57 -7.71
H: -7.57 -0.06 -9.41
H: -5.80 1.87 -9.68
C: -3.31 5.57 2.21
Sb: -2.84 4.14 0.67
C: -4.51 4.52 -0.69
C: -1.45 5.22 -0.67
H: -4.32 6.05 1.99
H: -2.49 6.33 2.16
H: -3.32 5.07 3.15
H: -5.35 3.82 -0.56
H: -4.03 4.31 -1.68
H: -4.98 5.52 -0.66
H: -1.21 6.17 -0.14
H: -1.83 5.42 -1.68
H: -0.54 4.59 -0.78
Br: 2.45 3.63 -5.16
C: 3.30 2.90 -3.66
C: 4.68 3.19 -3.48
N: 5.21 3.05 -2.26
C: 4.56 2.37 -1.32
C: 3.24 1.91 -1.41
C: 2.58 2.21 -2.64
C: 2.55 1.24 -0.28
O: 1.45 1.74 0.13
O: 2.95 0.09 0.22
H: 5.20 3.84 -4.21
H: 5.08 2.15 -0.38
H: 1.58 1.90 -2.84

Calculated values
- spin multiplicity = 2
- total charge = +1
- LUMO (alpha / beta) (eV) = -2.83 / -2.81
- Kohn-Sham gap (alpha / beta) (hartree) = 0.2313 / 0.2321



(2)
DFT (ωB97M-V with the def2-TZVPD basis set) results for a structure of composition C45H35GeMnN6O8S2.

Geometry (Å):
Mn: 0.31 2.51 -0.64
C: 4.44 1.63 -0.25
C: 3.27 2.21 -0.74
N: 2.16 2.24 0.00
C: 2.22 1.71 1.25
C: 3.38 1.12 1.70
N: 4.48 1.07 0.96
C: 0.98 1.96 2.02
C: 0.75 1.81 3.37
C: -0.42 2.37 3.93
C: -1.19 3.21 3.11
C: -0.88 3.32 1.78
N: 0.09 2.57 1.24
C: -1.32 4.32 0.78
C: -2.26 5.32 0.97
N: -2.44 6.30 0.08
C: -1.67 6.29 -1.00
C: -0.74 5.28 -1.23
N: -0.57 4.30 -0.35
C: -0.77 2.14 5.34
C: -1.47 3.09 6.08
C: -1.80 2.79 7.40
N: -1.48 1.64 7.99
C: -0.81 0.74 7.28
C: -0.43 0.94 5.96
H: 5.34 1.62 -0.84
H: 3.22 2.64 -1.73
H: 3.44 0.69 2.69
H: 1.48 1.34 4.01
H: -2.01 3.78 3.53
H: -2.89 5.34 1.85
H: -1.78 7.11 -1.70
H: -0.13 5.26 -2.12
H: -1.72 4.06 5.68
H: -2.33 3.51 8.01
H: -0.57 -0.19 7.79
H: 0.10 0.16 5.43
O: -0.24 0.44 -3.29
S: 0.10 1.91 -3.77
O: 0.81 1.88 -4.99
O: 0.72 2.57 -2.63
C: -1.50 2.58 -3.92
C: -1.92 3.05 -5.15
C: -3.21 3.56 -5.26
C: -4.04 3.60 -4.16
C: -3.62 3.13 -2.91
C: -2.35 2.61 -2.81
S: -2.79 0.91 -0.93
O: -3.94 1.49 -0.36
O: -2.79 -0.15 -1.87
O: -1.87 2.11 -1.55
H: -1.25 3.02 -5.99
H: -3.55 3.93 -6.22
H: -5.04 4.00 -4.25
H: -4.28 3.17 -2.06
O: -1.88 0.49 0.31
C: -0.68 -0.19 0.18
O: 0.22 0.29 -0.46
C: -0.65 -1.43 1.00
C: 0.73 -2.11 1.06
Ge: 0.99 -3.64 -0.19
C: 0.82 -2.70 -1.96
C: -0.40 -2.75 -2.70
C: -0.65 -1.79 -3.62
C: 0.36 -0.73 -3.92
C: 1.72 -0.95 -3.34
C: 1.92 -1.90 -2.41
C: 2.81 -4.22 -0.14
C: 3.24 -5.23 -1.01
C: 4.56 -5.66 -0.98
C: 5.45 -5.10 -0.08
C: 5.04 -4.10 0.78
C: 3.72 -3.65 0.75
C: -0.46 -4.88 -0.04
C: -0.76 -5.76 -1.08
C: -1.82 -6.66 -0.95
C: -2.57 -6.68 0.21
C: -2.27 -5.81 1.26
C: -1.22 -4.91 1.13
H: -1.45 -2.08 0.62
H: -1.00 -1.12 1.99
H: 0.88 -2.53 2.05
H: 1.52 -1.39 0.88
H: -1.16 -3.47 -2.43
H: -1.63 -1.70 -4.09
H: 0.44 -0.57 -5.00
H: 2.51 -0.28 -3.66
H: 2.89 -2.03 -1.94
H: 2.54 -5.70 -1.70
H: 4.88 -6.45 -1.66
H: 6.48 -5.44 -0.06
H: 5.73 -3.67 1.49
H: 3.41 -2.88 1.44
H: -0.16 -5.78 -1.98
H: -2.04 -7.35 -1.76
H: -3.39 -7.38 0.31
H: -2.85 -5.85 2.17
H: -0.98 -4.26 1.97

Calculated values
- spin multiplicity = 2
- total charge = +3
- LUMO (eV) = -10.49
- Kohn-Sham gap (hartree) = 0.1903



(3)
DFT (ωB97M-V with the def2-TZVPD basis set) results for the molecule C6H13N.

Geometry (Å):
C: 0.66 0.19 -0.16
C: -0.48 0.07 -1.15
C: 1.96 -0.54 -0.61
C: 1.15 -1.04 0.55
C: 0.82 1.53 0.51
C: -2.20 -0.62 0.53
N: -1.77 0.35 -0.46
H: -1.83 1.29 -0.10
H: -0.37 0.80 -1.95
H: -0.53 -0.95 -1.55
H: 0.60 -1.96 0.42
H: 1.96 -1.12 -1.52
H: 2.90 -0.05 -0.41
H: 1.55 -0.92 1.54
H: 0.06 1.67 1.28
H: 0.74 2.34 -0.22
H: 1.79 1.60 0.99
H: -3.24 -0.43 0.78
H: -2.14 -1.62 0.10
H: -1.61 -0.61 1.45

Calculated values
- LUMO (eV) = 1.02
- Kohn-Sham gap (hartree) = 0.3434



(4)
DFT (ωB97M-V with the def2-TZVPD basis set) results for a cluster of 2 separate species, C2H6N2 in total.

Geometry (Å):
C: -1.73 -1.14 -0.83
N: -2.32 -1.31 0.41
H: -1.10 -1.93 -1.23
H: -1.82 -0.15 -1.29
H: -1.60 -1.64 1.06
C: 1.84 1.41 0.69
N: 1.97 1.07 -0.52
H: 2.70 1.83 1.22
H: 0.95 1.26 1.30
H: 1.11 0.61 -0.82

Calculated values
- spin multiplicity = 2
- total charge = -1
- LUMO (alpha / beta) (eV) = 3.94 / 3.92
- Kohn-Sham gap (alpha / beta) (hartree) = 0.1411 / 0.2156



(5)
DFT (ωB97M-V with the def2-TZVPD basis set) results for a cluster of 2 separate species, C5H15NO in total.

Geometry (Å):
C: 0.25 1.95 -0.58
C: 0.41 0.86 0.49
C: 1.80 0.20 0.58
C: -0.72 -0.20 0.44
C: -0.92 -0.87 1.79
N: 0.00 1.48 -1.92
H: -0.48 2.67 -0.21
H: 1.17 2.50 -0.60
H: 0.33 1.35 1.47
H: 2.51 0.70 -0.09
H: 2.18 0.24 1.60
H: 1.84 -0.84 0.22
H: -0.38 -0.92 -0.28
H: -1.61 0.28 0.03
H: -1.76 -0.46 2.33
H: -1.10 -1.94 1.70
H: -0.06 -0.81 2.45
H: 0.62 0.71 -2.15
H: -0.93 1.14 -2.10
H: -1.62 -3.13 -1.36
H: -0.36 -2.27 -1.75
O: -1.17 -2.67 -2.07

Calculated values
- LUMO (eV) = 0.74
- Kohn-Sham gap (hartree) = 0.3630



(6)
DFT (ωB97M-V with the def2-TZVPD basis set) results for a cluster of 3 separate species, C13H16BBrCl2F16O3P in total.

Geometry (Å):
C: 0.44 4.57 1.29
C: -0.74 3.71 0.96
C: -0.55 2.25 1.26
Br: -1.93 1.32 0.15
B: 0.93 1.65 0.95
Cl: 2.11 2.06 2.37
P: 0.85 -0.31 0.76
O: 0.48 -0.80 2.32
Cl: 2.90 -0.88 0.67
H: 0.19 5.58 1.08
H: 0.69 4.51 2.32
H: 1.28 4.33 0.70
H: -1.58 4.06 1.52
H: -1.00 3.86 -0.06
H: -0.85 2.05 2.26
H: 1.37 2.04 -0.10
H: 1.20 -1.28 2.69
C: 7.06 -3.32 -0.25
C: 6.57 -2.22 -1.20
C: 5.17 -2.38 -1.79
F: 5.07 -3.51 -2.53
F: 4.91 -1.33 -2.59
F: 7.48 -2.06 -2.20
F: 6.55 -1.08 -0.48
O: 7.89 -4.34 -0.79
C: 7.36 -5.44 -1.39
C: 7.73 -5.48 -2.87
F: 7.28 -4.39 -3.51
F: 7.16 -6.57 -3.43
F: 6.04 -5.54 -1.21
F: 7.94 -6.52 -0.83
H: 7.71 -2.81 0.46
H: 6.24 -3.75 0.33
H: 4.42 -2.40 -0.99
H: 8.82 -5.54 -2.99
C: -6.14 2.01 -0.66
C: -5.75 2.58 0.72
C: -5.48 1.58 1.84
F: -6.59 0.85 2.11
F: -5.15 2.27 2.96
F: -6.67 3.49 1.11
F: -4.58 3.22 0.53
O: -7.52 1.98 -0.98
C: -8.31 0.95 -0.59
C: -9.39 1.42 0.39
F: -8.83 1.96 1.48
F: -10.13 0.35 0.77
F: -7.61 -0.08 -0.10
F: -8.97 0.51 -1.69
H: -5.72 2.71 -1.38
H: -5.67 1.05 -0.84
H: -4.65 0.92 1.57
H: -10.03 2.16 -0.09

Calculated values
- total charge = -1
- LUMO (eV) = 2.33
- Kohn-Sham gap (hartree) = 0.2462



(7)
DFT (ωB97M-V with the def2-TZVPD basis set) results for a cluster of 2 separate species, H3OS2 in total.

Geometry (Å):
O: -0.11 1.95 1.11
H: 0.76 1.81 1.64
S: -0.44 -1.25 0.24
S: 0.15 -1.09 -1.71
H: -0.38 0.94 0.70
H: 0.01 -2.36 -1.99

Calculated values
- spin multiplicity = 2
- total charge = -2
- LUMO (alpha / beta) (eV) = 5.75 / 6.04
- Kohn-Sham gap (alpha / beta) (hartree) = 0.0834 / 0.2067



(8)
DFT (ωB97M-V with the def2-TZVPD basis set) results for the molecule C3H8NOP.

Geometry (Å):
C: -0.74 -2.17 -0.80
C: -0.60 2.31 -0.11
C: 0.73 -1.03 0.93
N: 0.32 -1.61 -0.70
O: 0.49 1.47 -0.38
P: 1.49 0.59 0.68
H: -1.10 -2.54 -1.85
H: -1.45 -2.20 -0.07
H: -0.62 3.09 -0.82
H: -0.40 2.79 0.90
H: -1.52 1.73 -0.16
H: -0.23 -0.98 1.43
H: 1.37 -1.72 1.32
H: 2.28 0.24 -0.38

Calculated values
- LUMO (eV) = 1.01
- Kohn-Sham gap (hartree) = 0.3543



(9)
DFT (ωB97M-V with the def2-TZVPD basis set) results for a cluster of 2 separate species, CH6N3O in total.

Geometry (Å):
C: 1.97 0.15 0.11
N: 3.31 0.14 -0.30
N: 0.86 0.65 0.44
N: -1.38 -0.37 0.07
O: 2.48 -1.04 0.03
H: 3.52 0.09 -1.40
H: -0.68 0.13 0.65
H: 0.87 1.70 0.47
H: -2.02 -0.99 0.58
H: -0.67 -0.84 -0.50
H: -1.91 0.21 -0.57

Calculated values
- spin multiplicity = 3
- total charge = +1
- LUMO (alpha / beta) (eV) = -3.66 / -6.63
- Kohn-Sham gap (alpha / beta) (hartree) = 0.2307 / 0.3241



(10)
DFT (ωB97M-V with the def2-TZVPD basis set) results for a cluster of 2 separate species, C4H9NO in total.

Geometry (Å):
C: 1.06 0.97 1.93
C: 1.59 -0.90 0.64
N: 1.41 0.35 0.66
H: 2.00 1.22 2.46
H: 0.67 1.96 1.68
H: 0.55 0.35 2.67
H: 1.52 -1.46 -0.29
H: 1.28 -1.54 1.48
C: -1.74 -0.97 -2.02
C: -1.55 0.36 -1.85
O: -1.02 0.91 -0.74
H: -2.74 -1.27 -2.31
H: -1.12 -1.73 -1.58
H: -1.58 1.12 -2.62
H: -0.33 0.64 -0.11

Calculated values
- LUMO (eV) = 0.58
- Kohn-Sham gap (hartree) = 0.3189



(11)
DFT (ωB97M-V with the def2-TZVPD basis set) results for a structure of composition C19H35NO2P2Pd.

Geometry (Å):
P: 0.45 -2.29 -1.38
P: 0.58 1.64 -1.78
C: 0.07 -1.06 -2.72
C: 0.99 0.16 -2.80
H: -0.99 -0.82 -2.61
H: 0.13 -1.66 -3.63
H: 2.01 -0.13 -2.53
H: 0.99 0.50 -3.84
C: -0.36 2.70 -2.97
H: -0.68 3.63 -2.46
H: -1.29 2.20 -3.27
H: 0.20 2.96 -3.85
C: 1.99 2.66 -1.41
H: 2.17 3.38 -2.21
H: 2.89 2.05 -1.29
H: 1.83 3.22 -0.48
C: -0.62 -3.61 -2.09
H: -0.60 -4.51 -1.47
H: -0.29 -3.86 -3.10
H: -1.66 -3.23 -2.16
C: 2.18 -2.73 -1.31
H: 2.80 -1.82 -1.23
H: 2.45 -3.27 -2.23
H: 2.36 -3.36 -0.43
Pd: 2.89 -0.91 1.02
C: -1.04 1.97 -0.62
C: -2.37 1.83 -1.09
C: -3.24 0.68 -1.07
C: -3.28 -0.51 -0.01
C: -2.47 -1.65 -0.42
C: -1.10 -1.63 -0.11
C: -0.28 -0.34 0.29
C: -0.71 1.12 0.63
C: 2.00 -2.22 2.19
H: -0.70 3.01 -0.52
H: -2.82 2.73 -1.55
H: -3.19 0.13 -2.06
H: -4.26 1.10 -1.10
H: -3.02 -0.17 0.99
H: -4.33 -0.85 0.02
H: -3.00 -2.59 -0.65
H: -0.85 -2.46 0.56
H: 0.44 -0.12 -0.55
H: 0.43 -0.63 1.10
H: -1.51 1.21 1.38
H: 0.22 1.49 1.06
H: 2.62 -2.05 3.10
H: 2.31 -3.14 1.68
H: 0.94 -2.19 2.39
O: 3.25 1.53 3.36
C: 2.11 1.19 3.66
C: 1.30 1.86 4.78
C: -0.09 1.30 4.67
C: 0.04 0.27 3.57
O: -0.95 -0.38 3.19
N: 1.32 0.23 3.06
H: 1.70 1.61 5.76
H: 1.27 2.94 4.63
H: -0.46 0.82 5.57
H: -0.79 2.08 4.36

Calculated values
- spin multiplicity = 3
- LUMO (alpha / beta) (eV) = -0.41 / -1.33
- Kohn-Sham gap (alpha / beta) (hartree) = 0.2043 / 0.1698



(12)
DFT (ωB97M-V with the def2-TZVPD basis set) results for the molecule H2.

Geometry (Å):
H: 0.00 0.00 0.37
H: 0.00 0.00 -0.37

Calculated values
- LUMO (eV) = 2.58
- Kohn-Sham gap (hartree) = 0.6265